[1]
A cluster of 11 separate species, C52H53F10N2O32 in total. Source: the Open Molecules 2025 dataset; level of theory: ωB97M-V/def2-TZVPD.

Calculated values
Total charge: +1
DFT total energy (eV): -150441.4132
Multiplicity: 1

Element x y z (Å)
C1 -0.166 1.229 -5.167
C2 -1.006 1.672 -3.891
O1 -1.870 0.855 -3.451
O2 -0.903 2.929 -3.222
C3 -0.098 2.680 -2.038
C4 -0.919 2.617 -0.659
C5 -0.194 3.340 0.573
N1 0.738 2.439 1.336
C6 1.889 1.968 0.575
C7 2.967 1.015 1.178
C8 4.188 0.475 0.307
C9 3.672 -0.791 -0.522
C10 4.730 -1.576 -1.389
C11 4.246 -2.800 -2.241
C12 2.768 -3.293 -2.293
C13 1.739 -2.547 -1.411
C14 2.219 -1.317 -0.550
C15 2.808 0.566 2.650
C16 1.538 1.116 3.413
C17 1.437 0.640 4.955
C18 0.067 0.067 5.351
C19 -0.051 -0.440 6.844
C20 1.295 -0.244 7.617
C21 2.586 0.371 7.043
N2 2.629 0.825 5.696
C22 0.515 2.043 2.726
H1 0.661 1.961 -5.468
H2 0.345 0.207 -4.993
H3 -0.808 1.076 -6.118
H4 0.375 1.631 -2.186
H5 0.806 3.404 -2.000
H6 -1.189 1.520 -0.465
H7 -1.913 3.173 -0.839
H8 -1.018 3.637 1.327
H9 0.304 4.301 0.211
H10 2.066 2.275 -0.522
H11 4.706 1.276 -0.331
H12 4.991 0.121 1.061
H13 5.810 -1.219 -1.386
H14 5.020 -3.367 -2.865
H15 2.388 -4.160 -2.927
H16 0.629 -2.857 -1.356
H17 1.394 -0.812 0.065
H18 3.550 -0.121 3.174
H19 -0.822 -0.038 4.630
H20 -0.995 -0.889 7.288
H21 1.329 -0.602 8.710
H22 3.553 0.467 7.679
H23 -0.414 2.430 3.284
C23 -4.921 0.146 -4.936
C24 -6.413 0.108 -4.885
O3 -6.793 1.233 -5.657
C25 -5.793 1.402 -6.565
O4 -5.884 2.077 -7.550
O5 -4.674 0.700 -6.221
F1 -6.863 0.284 -3.616
H24 -4.488 0.798 -4.171
H25 -4.477 -0.846 -4.843
H26 -6.852 -0.789 -5.310
C26 -0.480 -6.998 -2.867
C27 0.055 -6.941 -1.473
O6 -0.031 -5.566 -1.152
C28 -1.080 -5.091 -1.880
O7 -1.622 -4.041 -1.672
O8 -1.442 -5.953 -2.867
F2 1.357 -7.310 -1.435
H27 0.282 -6.789 -3.620
H28 -0.944 -7.959 -3.095
H29 -0.516 -7.526 -0.746
C29 3.881 -1.194 12.745
C30 2.999 -2.051 11.895
O9 2.950 -1.348 10.669
C31 4.136 -0.679 10.588
O10 4.567 -0.197 9.580
O11 4.772 -0.634 11.789
F3 1.746 -2.116 12.404
H30 3.333 -0.390 13.245
H31 4.422 -1.770 13.497
H32 3.382 -3.061 11.724
C32 -7.285 -3.367 -1.377
C33 -8.123 -4.239 -2.255
O12 -8.153 -3.531 -3.478
C34 -6.983 -2.838 -3.523
O13 -6.533 -2.340 -4.517
O14 -6.381 -2.783 -2.304
F4 -9.387 -4.335 -1.781
H33 -7.864 -2.578 -0.889
H34 -6.752 -3.934 -0.613
H35 -7.712 -5.240 -2.420
C35 2.955 4.024 -5.423
C36 4.444 4.108 -5.538
O15 4.894 3.560 -4.315
C37 3.935 2.669 -3.941
O16 4.089 1.825 -3.105
O17 2.777 2.851 -4.639
F5 4.854 5.395 -5.611
H36 2.523 4.881 -4.899
H37 2.467 3.925 -6.394
H38 4.864 3.538 -6.372
C38 -0.747 1.201 10.394
C39 -1.814 2.238 10.250
O18 -1.754 2.936 11.476
C40 -0.458 2.833 11.890
O19 0.032 3.515 12.739
O20 0.212 1.860 11.208
F6 -3.037 1.666 10.138
H39 -1.100 0.301 10.907
H40 -0.315 0.912 9.435
H41 -1.654 2.935 9.422
C41 6.856 4.271 -0.849
C42 8.339 4.312 -1.033
O21 8.829 3.762 0.173
C43 7.862 2.901 0.599
O22 8.031 2.059 1.432
O23 6.680 3.111 -0.047
F7 8.781 5.588 -1.137
H42 6.472 5.143 -0.314
H43 6.321 4.179 -1.796
H44 8.704 3.724 -1.881
C44 4.594 7.981 2.601
C45 3.907 8.684 1.475
O24 4.314 7.947 0.339
C46 4.533 6.681 0.787
O25 4.629 5.721 0.073
O26 4.624 6.635 2.144
F8 4.355 9.953 1.348
H45 5.617 8.334 2.757
H46 4.047 8.065 3.541
H47 2.815 8.681 1.542
C47 -0.588 -2.624 -6.630
C48 -1.647 -2.923 -5.618
O27 -1.527 -4.319 -5.430
C49 -0.220 -4.607 -5.675
O28 0.313 -5.633 -5.357
O29 0.410 -3.585 -6.319
F9 -2.880 -2.658 -6.110
H48 -0.932 -2.776 -7.658
H49 -0.198 -1.609 -6.538
H50 -1.513 -2.411 -4.660
C50 -10.269 -5.441 -6.542
C51 -11.371 -5.760 -5.583
O30 -11.225 -7.150 -5.374
C52 -9.898 -7.406 -5.548
O31 -9.355 -8.410 -5.193
O32 -9.262 -6.371 -6.170
F10 -12.583 -5.532 -6.141
H51 -10.553 -5.612 -7.584
H52 -9.912 -4.415 -6.440
H53 -11.300 -5.235 -4.625

Here are the Mulliken charges for atoms 1 to 8, given in e: -0.3810 0.5985 -0.4994 -0.4299 -0.0571 -0.4806 -0.8390 0.4493

[2]
A structure of composition C52H55AsCaN3O3P2SSi3. Source: the Open Molecules 2025 dataset; level of theory: ωB97M-V/def2-TZVPD.

Calculated values
Total charge: -1
Relative energy (zero: lowest compared OMol25 entry of this formula, charge and spin) (kJ/mol): 0.00
Multiplicity: 1

Element x y z (Å)
Ca1 -0.119 -0.478 1.079
C1 0.703 3.174 -0.142
Si1 -0.116 1.578 -0.836
C2 0.924 1.399 -2.442
C3 0.646 2.171 -3.579
C4 1.444 2.126 -4.708
C5 2.571 1.309 -4.732
C6 2.883 0.556 -3.618
C7 2.064 0.585 -2.483
P1 2.557 -0.380 -1.004
C8 2.760 -2.093 -1.610
C9 3.249 -3.040 -0.705
C10 3.376 -4.371 -1.071
C11 2.973 -4.789 -2.334
C12 2.447 -3.864 -3.223
C13 2.346 -2.523 -2.868
C14 4.288 0.209 -0.796
C15 5.397 -0.624 -0.703
C16 6.660 -0.093 -0.472
C17 6.832 1.274 -0.328
C18 5.729 2.115 -0.422
C19 4.471 1.586 -0.652
C20 -1.849 2.174 -1.406
C21 -2.122 3.525 -1.639
C22 -3.404 3.985 -1.907
C23 -4.459 3.088 -1.943
C24 -4.224 1.739 -1.721
C25 -2.937 1.273 -1.458
P2 -2.626 -0.499 -1.069
C26 -1.987 -1.207 -2.639
C27 -1.545 -0.447 -3.713
C28 -1.005 -1.067 -4.835
C29 -0.921 -2.450 -4.901
C30 -1.397 -3.225 -3.848
C31 -1.931 -2.602 -2.733
C32 -4.296 -1.253 -1.047
C33 -5.051 -1.467 -2.201
C34 -6.294 -2.070 -2.124
C35 -6.799 -2.475 -0.893
C36 -6.055 -2.275 0.258
C37 -4.807 -1.669 0.177
H1 0.876 3.934 -0.911
H2 1.676 2.919 0.288
H3 0.111 3.624 0.658
H4 -0.224 2.819 -3.575
H5 1.196 2.731 -5.572
H6 3.204 1.271 -5.609
H7 3.771 -0.067 -3.623
H8 3.516 -2.736 0.303
H9 3.745 -5.094 -0.353
H10 3.003 -5.837 -2.604
H11 2.078 -4.199 -4.181
H12 1.909 -1.821 -3.568
H13 5.289 -1.693 -0.825
H14 7.513 -0.757 -0.408
H15 7.817 1.684 -0.148
H16 5.849 3.185 -0.315
H17 3.619 2.252 -0.734
H18 -1.309 4.240 -1.595
H19 -3.580 5.040 -2.077
H20 -5.467 3.434 -2.137
H21 -5.059 1.050 -1.742
H22 -1.597 0.632 -3.668
H23 -0.636 -0.461 -5.653
H24 -0.490 -2.929 -5.770
H25 -1.339 -4.307 -3.888
H26 -2.317 -3.212 -1.925
H27 -4.651 -1.173 -3.164
H28 -6.868 -2.237 -3.027
H29 -7.766 -2.957 -0.837
H30 -6.436 -2.601 1.217
H31 -4.216 -1.526 1.076
O1 0.735 -6.581 -4.418
S1 -0.188 -7.681 -4.200
O2 -1.419 -7.323 -3.523
O3 0.756 -8.760 -2.710
C38 0.329 -8.538 -1.523
N1 0.025 -9.596 -0.729
C39 -0.406 -9.314 0.484
C40 -0.600 -8.023 0.968
C41 -0.288 -7.010 0.077
N2 0.188 -7.255 -1.131
C42 -0.456 -5.555 0.392
C43 -0.988 -5.066 1.583
C44 -1.081 -3.701 1.776
N3 -0.693 -2.810 0.855
C45 -0.197 -3.286 -0.290
C46 -0.066 -4.628 -0.565
H32 -0.630 -10.166 1.120
H33 -0.975 -7.845 1.964
H34 -1.325 -5.733 2.364
H35 -1.462 -3.292 2.705
H36 0.099 -2.555 -1.036
H37 0.311 -4.976 -1.514
C47 0.740 1.568 6.375
Si2 0.697 1.372 4.508
C48 -0.687 2.469 3.854
C49 2.312 2.084 3.859
As1 0.185 -0.803 3.896
Si3 2.300 -1.765 3.886
C50 3.618 -1.003 2.770
C51 3.044 -1.788 5.612
C52 2.097 -3.545 3.315
H38 0.957 2.601 6.661
H39 1.504 0.922 6.812
H40 -0.218 1.279 6.810
H41 -0.650 3.464 4.306
H42 -1.662 2.031 4.077
H43 -0.617 2.594 2.770
H44 2.340 3.158 4.064
H45 2.430 1.939 2.783
H46 3.171 1.626 4.352
H47 4.100 -0.151 3.249
H48 3.227 -0.651 1.812
H49 4.393 -1.747 2.558
H50 3.269 -0.774 5.950
H51 3.975 -2.363 5.622
H52 2.353 -2.231 6.330
H53 1.773 -3.605 2.272
H54 1.348 -4.064 3.916
H55 3.043 -4.086 3.402

Here are the Mulliken charges for atoms 1 to 8, given in e: 0.1083 -1.4375 -0.2292 0.6942 -0.2318 -0.8341 -0.9184 -0.0005

[3]
A cluster of 10 separate species, C52H56Br4 in total. Source: the Open Molecules 2025 dataset; level of theory: ωB97M-V/def2-TZVPD.

Calculated values
Total charge: 0
DFT total energy (eV): -335002.1701
Multiplicity: 1
SMILES: c1ccccc1.c1ccccc1.c1ccccc1.c1ccccc1.c1ccccc1.c1ccccc1.c1ccccc1.c1ccccc1.BrCCBr.BrCCBr

Element x y z (Å)
C1 20.404 -16.223 5.418
C2 21.296 -15.816 4.444
C3 22.664 -15.897 4.692
C4 23.095 -16.395 5.926
C5 22.188 -16.681 6.925
C6 20.822 -16.600 6.697
H1 19.337 -16.260 5.223
H2 20.953 -15.393 3.508
H3 23.440 -15.712 3.961
H4 24.155 -16.462 6.141
H5 22.526 -16.956 7.917
H6 20.075 -16.796 7.453
C7 21.740 -10.947 13.190
C8 21.453 -10.281 14.378
C9 21.816 -10.821 15.599
C10 22.520 -12.015 15.653
C11 22.836 -12.674 14.462
C12 22.451 -12.140 13.239
H7 21.328 -10.597 12.253
H8 20.839 -9.388 14.392
H9 21.491 -10.359 16.523
H10 22.885 -12.445 16.577
H11 23.372 -13.611 14.525
H12 22.581 -12.733 12.340
C13 24.118 -12.298 8.275
C14 23.370 -11.606 9.181
C15 21.983 -11.802 9.215
C16 21.367 -12.649 8.303
C17 22.159 -13.318 7.355
C18 23.526 -13.130 7.309
H13 25.202 -12.322 8.242
H14 23.783 -11.000 9.979
H15 21.328 -11.322 9.933
H16 20.304 -12.835 8.359
H17 21.599 -13.969 6.694
H18 24.131 -13.556 6.522
C19 20.518 -19.859 12.798
C20 21.484 -19.934 11.805
C21 21.149 -19.544 10.515
C22 19.886 -19.021 10.240
C23 18.931 -18.972 11.233
C24 19.234 -19.409 12.523
H19 20.714 -20.204 13.805
H20 22.462 -20.361 11.980
H21 21.900 -19.607 9.739
H22 19.572 -18.740 9.241
H23 17.907 -18.701 10.999
H24 18.492 -19.303 13.304
C25 16.233 -16.290 8.390
C26 17.033 -15.272 8.830
C27 16.557 -13.970 8.879
C28 15.296 -13.656 8.418
C29 14.488 -14.672 7.892
C30 14.959 -15.973 7.893
H25 16.564 -17.317 8.301
H26 18.015 -15.470 9.245
H27 17.221 -13.204 9.263
H28 14.878 -12.667 8.266
H29 13.491 -14.478 7.519
H30 14.347 -16.807 7.564
C31 16.390 -8.732 10.092
C32 15.450 -9.654 10.502
C33 15.843 -10.842 11.112
C34 17.203 -11.061 11.311
C35 18.164 -10.110 10.964
C36 17.746 -8.938 10.348
H31 16.055 -7.838 9.582
H32 14.414 -9.389 10.321
H33 15.126 -11.599 11.396
H34 17.450 -12.031 11.724
H35 19.195 -10.350 11.186
H36 18.458 -8.229 9.944
C37 24.900 -15.875 13.895
C38 25.997 -15.324 14.557
C39 26.060 -15.337 15.950
C40 24.919 -15.692 16.673
C41 23.798 -16.167 16.007
C42 23.821 -16.306 14.613
H37 24.991 -15.987 12.819
H38 26.881 -14.964 14.049
H39 27.011 -15.047 16.376
H40 24.904 -15.636 17.754
H41 22.915 -16.452 16.563
H42 22.999 -16.834 14.141
C43 27.656 -13.453 11.449
C44 26.271 -13.509 11.382
C45 25.684 -14.185 10.317
C46 26.444 -14.911 9.393
C47 27.820 -14.870 9.475
C48 28.393 -14.171 10.531
H43 28.114 -12.907 12.265
H44 25.636 -12.982 12.084
H45 24.607 -14.283 10.313
H46 25.950 -15.427 8.580
H47 28.416 -15.408 8.749
H48 29.471 -14.212 10.662
Br1 19.058 -14.162 15.026
C49 20.146 -15.629 15.675
C50 19.195 -16.709 16.166
Br2 20.360 -18.194 16.683
H49 20.780 -15.222 16.458
H50 20.817 -15.931 14.877
H51 18.469 -16.969 15.401
H52 18.619 -16.348 17.014
Br3 19.574 -13.918 11.167
C51 20.723 -15.519 11.264
C52 21.996 -15.307 10.460
Br4 23.196 -16.808 10.825
H53 20.084 -16.295 10.864
H54 20.972 -15.695 12.307
H55 22.408 -14.323 10.677
H56 21.777 -15.303 9.394

Here are the Mulliken charges for atoms 1 to 8, given in e: -0.4352 -0.6820 -0.3343 -0.7113 0.1280 -0.3756 0.4018 0.3740